Molecular formula: C2H8O2
Method: DFT, the ωB97M-V functional and the def2-TZVPD basis

XYZ file:
```
12
Properties=species:S:1:pos:R:3:mulliken_charge:R:1
C -1.089 1.565 1.259 -0.4322
O -0.248 2.060 0.183 -0.5168
H -1.652 2.461 1.483 0.2330
H -0.332 1.350 2.023 0.1982
H -1.664 0.664 1.061 0.2238
H -0.066 1.408 -0.508 0.2953
C 1.040 -1.654 -1.264 -0.5242
O -0.048 -1.309 -0.383 -0.4892
H 1.802 -0.864 -1.234 0.2513
H 0.523 -1.646 -2.218 0.2100
H 1.564 -2.551 -0.934 0.2688
H 0.171 -1.483 0.532 0.2822
```

Calculated values
SMILES string: CO.CO
LUMO level in eV: 0.7796
Gap between HOMO and LUMO in Ha: 0.3951
ΔE to the lowest compared entry with this formula, charge and spin in kcal/mol: 23.47
E in Eh: -231.42491
HOMO in eV: -9.97